Entry 1:
The following is a quantum chemistry calculation of a cluster of 15 separate species, C58H160N14O15 in total at a distorted geometry, from the OMol25 dataset.

```
247
Properties=species:S:1:pos:R:3:lowdin_charge:R:1
C 10.530 18.226 13.551 -0.05
C 11.838 18.233 14.346 -0.38
C 11.660 18.659 15.791 -0.23
O 11.279 20.006 15.688 -0.20
C 11.001 20.548 16.986 -0.10
N 12.505 16.868 14.304 0.07
H 9.896 17.438 13.968 0.06
H 10.693 18.000 12.502 0.07
H 9.982 19.171 13.629 0.08
H 12.560 18.985 13.950 0.15
H 12.607 18.607 16.321 0.10
H 10.851 18.071 16.323 0.13
H 10.962 21.662 16.954 0.10
H 11.725 20.299 17.700 0.03
H 10.033 20.181 17.323 0.09
H 11.977 16.118 14.662 0.03
H 12.682 16.600 13.349 0.06
C 16.533 14.695 24.646 -0.03
C 16.409 13.259 24.106 -0.41
C 15.178 13.040 23.202 -0.25
O 15.058 13.963 22.202 -0.24
C 14.641 13.408 20.899 -0.03
N 17.538 12.911 23.298 0.05
H 16.631 15.356 23.769 0.07
H 17.327 14.791 25.339 0.06
H 15.546 14.927 25.078 0.08
H 16.406 12.430 24.868 0.15
H 14.272 13.096 23.809 0.12
H 15.189 12.063 22.791 0.09
H 14.594 14.201 20.122 0.09
H 13.594 12.967 21.065 0.11
H 15.371 12.692 20.598 0.04
H 17.583 13.639 22.587 0.04
H 18.418 12.856 23.788 0.06
C 14.365 11.660 10.281 -0.05
C 15.541 11.384 11.196 -0.43
C 15.182 11.462 12.639 -0.18
O 14.646 12.755 13.049 -0.23
C 14.462 12.841 14.427 -0.12
N 16.196 10.059 10.927 0.05
H 13.659 12.397 10.716 0.08
H 13.770 10.729 10.157 0.09
H 14.655 11.975 9.311 0.06
H 16.352 12.097 11.099 0.14
H 16.125 11.215 13.171 0.13
H 14.363 10.780 12.938 0.14
H 13.799 11.996 14.667 0.07
H 13.943 13.809 14.662 0.11
H 15.406 12.732 14.959 0.07
H 15.459 9.360 10.889 0.07
H 16.637 10.062 10.065 0.03
C 17.659 15.392 16.440 -0.04
C 17.333 14.054 16.967 -0.45
C 18.303 12.942 16.621 -0.20
O 18.019 12.604 15.301 -0.21
C 19.063 11.860 14.637 -0.07
N 17.229 14.194 18.396 0.07
H 16.867 16.103 16.792 0.10
H 17.537 15.332 15.356 0.07
H 18.608 15.790 16.766 0.06
H 16.356 13.657 16.553 0.13
H 18.070 12.036 17.251 0.14
H 19.395 13.328 16.694 0.13
H 18.673 11.685 13.615 0.09
H 19.249 10.894 15.013 0.07
H 19.972 12.446 14.551 0.08
H 16.892 13.390 18.916 0.05
H 16.561 14.930 18.549 0.04
C 20.068 18.104 23.412 -0.05
C 21.479 17.467 23.440 -0.44
C 22.065 17.379 22.062 -0.24
O 22.069 18.615 21.411 -0.15
C 22.428 18.437 20.103 -0.14
N 22.233 18.236 24.417 0.03
H 19.725 18.260 24.390 0.05
H 19.308 17.507 22.841 0.06
H 20.113 19.076 22.870 0.09
H 21.409 16.440 23.866 0.13
H 21.460 16.606 21.609 0.09
H 23.037 16.945 22.181 0.12
H 23.416 17.905 19.997 0.11
H 22.488 19.407 19.635 0.09
H 21.736 17.878 19.587 0.04
H 22.407 19.181 24.080 0.08
H 23.111 17.758 24.573 0.07
C 21.111 13.693 20.222 -0.07
C 20.311 13.429 21.462 -0.41
C 21.032 12.444 22.368 -0.23
O 21.175 11.160 21.823 -0.20
C 22.028 10.277 22.533 -0.10
N 20.256 14.680 22.290 0.06
H 21.232 12.855 19.516 0.09
H 22.123 14.088 20.480 0.09
H 20.723 14.483 19.600 0.05
H 19.284 13.099 21.123 0.12
H 20.607 12.364 23.385 0.12
H 22.052 12.826 22.417 0.12
H 21.890 10.331 23.594 0.07
H 23.030 10.604 22.375 0.07
H 21.876 9.236 22.090 0.12
H 19.927 14.497 23.227 0.06
H 19.625 15.345 21.892 0.02
C 21.428 15.138 16.641 -0.07
C 22.788 15.619 17.049 -0.40
C 23.956 14.668 16.811 -0.20
O 23.702 13.325 17.248 -0.19
C 24.758 12.450 16.823 -0.10
N 22.950 16.953 16.325 0.04
H 21.528 14.738 15.632 0.10
H 20.755 15.924 16.698 0.02
H 21.033 14.314 17.247 0.06
H 22.660 15.831 18.120 0.12
H 24.871 14.950 17.327 0.12
H 24.248 14.709 15.713 0.13
H 24.391 11.408 16.900 0.09
H 25.647 12.604 17.465 0.09
H 25.013 12.562 15.790 0.07
H 23.801 17.409 16.617 0.07
H 22.948 16.739 15.315 0.09
C 16.410 20.904 22.339 -0.04
C 15.081 21.577 22.608 -0.45
C 14.216 20.673 23.575 -0.17
O 12.868 21.170 23.608 -0.20
C 11.972 20.333 24.223 -0.15
N 15.239 22.844 23.198 0.04
H 16.927 21.388 21.536 0.06
H 16.271 19.900 22.019 0.04
H 17.060 20.890 23.215 0.09
H 14.555 21.792 21.668 0.14
H 14.724 20.684 24.588 0.14
H 14.225 19.581 23.215 0.13
H 10.940 20.551 23.857 0.10
H 12.068 20.339 25.300 0.08
H 12.255 19.291 23.978 0.07
H 14.369 23.319 23.356 0.08
H 15.660 22.726 24.086 0.06
C 18.181 17.592 19.974 -0.02
C 17.165 17.067 20.986 -0.39
C 15.702 17.222 20.577 -0.20
O 15.521 16.950 19.225 -0.20
C 14.226 17.183 18.758 -0.09
N 17.464 15.664 21.186 0.07
H 19.131 17.204 20.225 0.05
H 18.211 18.657 19.772 0.07
H 17.986 17.128 19.033 0.06
H 17.200 17.629 21.933 0.12
H 15.241 18.172 20.856 0.11
H 15.079 16.489 21.204 0.13
H 14.030 16.546 17.858 0.11
H 14.111 18.223 18.526 0.06
H 13.502 16.918 19.553 0.07
H 16.622 15.227 21.568 0.04
H 17.650 15.201 20.320 0.04
C 9.288 14.751 18.027 -0.03
C 9.182 15.388 16.604 -0.44
C 9.206 14.328 15.604 -0.23
O 10.525 13.803 15.525 -0.18
C 10.637 12.819 14.573 -0.14
N 7.943 16.196 16.570 0.04
H 9.423 15.518 18.786 0.06
H 10.190 14.191 17.926 0.06
H 8.398 14.232 18.283 0.07
H 10.029 16.060 16.446 0.11
H 8.835 14.757 14.662 0.13
H 8.503 13.481 15.806 0.15
H 10.303 13.120 13.563 0.10
H 10.205 11.823 14.752 0.09
H 11.718 12.595 14.434 0.07
H 7.702 16.560 17.480 0.06
H 7.935 16.923 15.841 0.07
C 19.601 18.506 15.315 -0.05
C 20.074 19.800 15.930 -0.46
C 19.418 20.046 17.285 -0.19
O 19.705 21.356 17.780 -0.19
C 19.629 21.528 19.178 -0.10
N 21.494 19.879 15.948 0.04
H 20.013 17.633 15.767 0.04
H 19.840 18.420 14.292 0.07
H 18.514 18.415 15.246 0.07
H 19.744 20.697 15.301 0.16
H 19.785 19.289 18.004 0.12
H 18.326 19.927 17.244 0.10
H 19.762 22.552 19.353 0.07
H 20.304 20.890 19.749 0.08
H 18.617 21.351 19.570 0.07
H 21.882 19.014 16.332 0.03
H 21.816 20.654 16.549 0.08
C 13.797 11.574 17.766 -0.06
C 14.647 10.330 17.624 -0.44
C 15.344 9.949 18.940 -0.18
O 16.190 11.057 19.236 -0.26
C 17.034 10.855 20.340 -0.11
N 13.753 9.339 17.060 0.04
H 14.333 12.517 17.802 0.07
H 13.069 11.585 18.555 0.08
H 13.381 11.662 16.780 0.05
H 15.452 10.506 16.895 0.14
H 15.889 9.027 18.877 0.11
H 14.634 9.795 19.810 0.14
H 17.814 11.624 20.284 0.07
H 17.536 9.865 20.264 0.10
H 16.433 10.932 21.289 0.09
H 12.961 9.321 17.655 0.06
H 14.280 8.472 16.957 0.08
C 15.908 20.521 15.537 -0.03
C 15.651 20.733 17.057 -0.40
C 16.220 22.067 17.532 -0.22
O 15.982 22.261 18.917 -0.20
C 16.291 23.591 19.372 -0.07
N 14.213 20.616 17.343 0.05
H 15.659 19.532 15.150 0.07
H 16.929 20.756 15.257 0.07
H 15.334 21.237 14.956 0.08
H 16.131 19.968 17.711 0.13
H 15.699 22.829 16.923 0.14
H 17.220 22.085 17.306 0.08
H 17.367 23.674 19.498 0.08
H 15.694 23.786 20.214 0.06
H 15.880 24.327 18.638 0.10
H 13.685 20.941 16.524 0.07
H 13.987 21.322 18.058 0.08
C 11.237 14.237 22.255 -0.07
C 12.218 15.392 22.233 -0.43
C 11.515 16.660 21.588 -0.16
O 12.364 17.817 21.726 -0.24
C 11.903 18.995 21.098 -0.11
N 12.704 15.603 23.587 0.06
H 11.641 13.360 22.795 0.08
H 11.086 13.946 21.224 0.07
H 10.255 14.449 22.656 0.07
H 13.081 15.188 21.626 0.08
H 10.583 16.890 22.111 0.12
H 11.285 16.458 20.555 0.10
H 10.930 19.362 21.548 0.10
H 11.746 18.890 20.017 0.08
H 12.660 19.725 21.348 0.07
H 11.963 15.794 24.247 0.08
H 13.441 16.326 23.539 0.08
C 15.909 16.718 13.823 -0.09
C 16.234 15.782 12.673 -0.30
O 15.065 15.458 11.892 -0.12
H 15.401 17.616 13.440 0.08
H 16.887 16.925 14.194 0.04
H 15.294 16.138 14.427 0.03
H 16.763 14.862 13.024 0.12
H 16.825 16.247 11.891 0.10
H 14.740 14.533 12.007 0.06
```

Computed properties:
- E_HOMO: -8.61 eV
- Net charge: 0
- LUMO level: 0.6 eV


Entry 2:
The following is a quantum chemistry calculation of a cluster of 11 separate species, C23H23Cl24N3 in total at a distorted geometry, from the OMol25 dataset.

```
73
Properties=species:S:1:pos:R:3:lowdin_charge:R:1
Cl 0.993 7.581 6.079 0.47
C -0.439 6.512 5.742 -1.46
Cl 0.250 4.969 5.139 0.48
Cl -1.595 7.235 4.564 0.50
H -0.949 6.339 6.689 0.01
Cl 4.093 6.809 -1.510 0.48
C 2.609 5.790 -1.282 -1.43
Cl 1.023 6.550 -1.718 0.48
Cl 2.615 5.381 0.482 0.46
H 2.669 4.815 -1.766 0.01
Cl 7.679 0.015 0.005 0.54
C 6.021 0.500 -0.112 -1.58
Cl 5.832 1.609 -1.408 0.56
Cl 5.441 1.142 1.504 0.46
H 5.413 -0.397 -0.231 0.01
Cl 1.052 -2.302 7.241 0.51
C 2.660 -2.776 6.676 -1.48
Cl 3.610 -1.382 6.124 0.51
Cl 2.527 -4.049 5.337 0.45
H 3.194 -3.178 7.538 0.01
Cl 5.527 3.359 -8.116 0.48
C 3.730 3.434 -8.073 -1.47
Cl 3.174 4.828 -9.009 0.52
Cl 3.208 3.396 -6.317 0.46
H 3.469 2.535 -8.630 0.01
Cl -4.896 5.545 -0.936 0.51
C -6.346 6.264 -1.658 -1.54
Cl -7.320 7.194 -0.513 0.52
Cl -7.364 5.059 -2.494 0.50
H -5.918 6.890 -2.441 0.01
Cl -2.535 4.334 -5.584 0.50
C -2.272 3.715 -7.237 -1.58
Cl -3.832 3.659 -8.066 0.51
Cl -1.469 2.184 -7.348 0.55
H -1.660 4.442 -7.772 0.01
Cl -6.927 5.257 4.471 0.51
C -7.073 3.532 4.175 -1.61
Cl -5.521 2.787 3.907 0.54
Cl -8.039 3.360 2.755 0.54
H -7.547 3.142 5.076 0.02
C 3.813 -6.489 -1.331 -0.09
C 4.325 -7.559 -2.048 -0.09
C 3.483 -8.214 -2.887 -0.18
N 2.231 -7.841 -3.189 0.04
C 1.679 -6.858 -2.457 -0.12
C 2.492 -6.098 -1.553 -0.06
H 4.295 -5.941 -0.535 0.10
H 5.316 -7.920 -1.816 0.10
H 3.775 -9.070 -3.477 0.10
H 0.625 -6.674 -2.608 0.10
H 2.037 -5.283 -1.010 0.09
C -0.434 1.462 0.511 -0.08
C 0.107 0.493 1.362 -0.08
C 0.982 -0.437 0.882 -0.14
N 1.299 -0.479 -0.454 0.05
C 0.780 0.425 -1.272 -0.15
C -0.125 1.383 -0.807 -0.09
H -1.192 2.171 0.809 0.11
H -0.070 0.575 2.424 0.10
H 1.485 -1.073 1.595 0.10
H 1.095 0.370 -2.304 0.10
H -0.500 2.208 -1.394 0.10
C -3.120 -5.491 3.853 -0.10
C -3.348 -6.802 3.647 -0.09
C -3.233 -7.292 2.326 -0.13
N -2.814 -6.550 1.269 0.04
C -2.446 -5.279 1.502 -0.15
C -2.579 -4.728 2.789 -0.06
H -3.290 -4.972 4.785 0.10
H -3.715 -7.389 4.477 0.10
H -3.534 -8.309 2.124 0.10
H -2.078 -4.757 0.631 0.10
H -2.429 -3.662 2.873 0.09
```

Computed properties:
- E_HOMO: -9.55 eV
- Net charge: 0
- LUMO level: 0.0 eV


Entry 3:
The following is a quantum chemistry calculation of a cluster of 2 separate species, C4H7NS2 in total at a distorted geometry, from the OMol25 dataset.

```
14
Properties=species:S:1:pos:R:3:lowdin_charge:R:1
C 0.079 0.401 1.041 -0.34
C 1.702 1.317 -0.145 -0.43
C 0.129 -0.597 0.008 -0.67
C -0.587 -1.903 -0.213 -0.17
N 0.823 1.392 0.930 -0.02
S 1.287 -0.201 -1.145 1.00
S -2.260 0.708 -0.505 0.33
H -0.649 0.369 1.818 0.10
H 1.596 2.210 -0.732 0.08
H 2.785 1.034 0.290 0.14
H -1.282 -2.085 0.626 0.09
H 0.174 -2.663 -0.560 0.09
H -1.274 -2.015 -1.095 0.08
H -2.523 2.033 -0.318 -0.28
```

Computed properties:
- E_HOMO (spin up / spin down): -8.51 / -7.37 eV
- Net charge: 0
- LUMO level (spin up / spin down): -1.1 / -1.6 eV


Entry 4:
The following is a quantum chemistry calculation of a structure of composition C21H25BaN3O3 at a distorted geometry, from the OMol25 dataset.

```
53
Properties=species:S:1:pos:R:3:lowdin_charge:R:1
C -0.796 -2.266 -5.396 0.04
C -1.688 -1.505 -6.086 -0.32
H -0.729 -3.338 -5.492 0.06
H -0.073 -1.788 -4.743 0.04
C -2.012 -0.172 -5.560 -0.32
C -1.725 0.148 -4.272 0.02
H -1.263 -0.611 -3.644 0.03
H -2.045 1.080 -3.805 0.05
C -2.350 -1.909 -7.377 -0.05
H -2.199 -2.969 -7.566 0.08
H -1.941 -1.356 -8.231 0.10
H -3.425 -1.727 -7.293 0.08
C -2.699 0.875 -6.413 -0.06
H -3.746 0.612 -6.619 0.09
H -2.175 1.057 -7.365 0.09
H -2.721 1.808 -5.843 0.07
Ba -0.935 -0.398 2.160 2.09
O 1.068 -1.018 1.015 -0.29
C 1.471 -0.829 -0.175 -0.36
O 0.126 1.506 0.942 -0.17
C 1.102 1.549 0.160 -0.43
O 1.706 2.680 -0.137 0.13
N 1.612 0.495 -0.592 0.08
C 2.640 2.418 -1.245 -0.04
C 2.361 1.018 -1.737 -0.06
H 3.664 2.485 -0.865 0.15
H 2.434 3.153 -2.022 0.15
H 3.244 0.404 -1.933 0.15
H 1.701 1.045 -2.628 0.15
C 1.677 -1.904 -1.085 -0.04
C 1.101 -3.103 -0.830 0.16
H 2.240 -1.717 -2.001 0.13
H 0.302 -3.225 -0.107 0.08
H 1.506 -3.975 -1.351 0.10
N -0.803 2.025 3.540 -0.04
C -0.619 1.701 4.902 -0.26
C -1.390 2.278 5.900 0.00
C -1.208 1.876 7.238 -0.03
C -0.270 0.900 7.574 0.00
C 0.485 0.228 6.571 -0.14
C 1.372 -0.843 6.820 0.04
C 1.893 -1.573 5.760 -0.02
C 1.519 -1.233 4.454 -0.13
N 0.689 -0.204 4.194 -0.13
C 0.256 0.600 5.215 -0.18
H -1.449 2.792 3.390 0.11
H 0.048 2.175 2.975 0.08
H -2.112 3.052 5.622 0.13
H -1.804 2.353 8.014 0.12
H -0.109 0.613 8.613 0.13
H 1.600 -1.087 7.856 0.14
H 2.570 -2.406 5.920 0.12
H 1.899 -1.770 3.579 0.11
```

Computed properties:
- E_HOMO: -12.18 eV
- Net charge: +2
- LUMO level: -7.0 eV


- Number 3 is which compound?
  C4H7NS2